Record 1
C3H5N2 | ωB97M-V/def2-TZVPD

Results
LUMO (spin up / spin down) = -4.98 / -7.05 eV
HOMO-LUMO gap (spin up / spin down) = 10.29 / 7.94 eV
HOMO (spin up / spin down) = -15.3 / -15.0 eV
Energy above the lowest of the compared OMol25 structures with the same formula, charge and spin = 9.504 eV
DFT total energy = -6156.3885 eV

Structure (ORCA input):
```
! RIJCOSX wB97M-V def2-TZVPD def2/J DEFGRID3
* xyz 1 1
C 1.09 0.79 -0.37
C -0.33 0.53 0.20
C 0.23 -0.80 0.50
N 1.52 -0.38 -0.03
N -0.77 -0.65 -0.64
H 1.53 1.66 -0.91
H -1.34 2.01 1.94
H 0.10 -1.44 1.43
H -1.73 -1.04 -0.64
H -0.30 -0.67 -1.48
*
```

---

Record 2
C3H5N2O | ωB97M-V/def2-TZVPD

Results
LUMO = 4.42 eV
HOMO-LUMO gap = 7.64 eV
HOMO = -3.2 eV
Energy above the lowest of the compared OMol25 structures with the same formula, charge and spin = 0.491 eV
DFT total energy = -8217.4806 eV

Structure (ORCA input):
```
! RIJCOSX wB97M-V def2-TZVPD def2/J DEFGRID3
* xyz -1 1
C 0.34 0.23 2.36
C -0.50 0.55 0.00
C 0.59 0.57 1.06
N 0.07 -0.10 3.44
N 1.69 1.26 0.82
O 1.89 1.71 -0.35
H -1.15 1.37 0.37
H -1.11 -0.42 -0.12
H 0.11 0.52 -0.98
H 0.45 3.57 0.45
H -0.24 3.50 0.73
*
```